[1]
Density functional theory data (ωB97M-V with the def2-TZVPD basis set) for one molecule with the formula C21H27NO4.

Values from the calculation:
multiplicity	1
HOMO-LUMO gap	9.79	eV
E_LUMO	0.7	eV

Cartesian coordinates (Å):
C  0.4746  -4.8028  4.1867
C  -0.0715  -5.5051  2.9488
C  -1.5794  -5.3262  2.7695
C  -1.9829  -3.8900  2.4430
C  -3.4800  -3.7790  2.1635
C  -3.8929  -2.3391  1.8488
C  -3.2993  -1.8939  0.5323
O  -3.3762  -2.5023  -0.4990
O  -2.6615  -0.7180  0.6880
C  -2.0382  -0.0678  -0.3655
C  -2.5363  -0.0538  -1.6601
C  -1.8590  0.6615  -2.6330
C  -0.7046  1.3589  -2.3316
C  -0.2260  1.3533  -1.0269
N  0.9518  2.0727  -0.7025
C  1.9532  1.5681  0.1137
O  1.9379  0.4880  0.6388
C  3.0570  2.6061  0.2039
C  4.3818  2.0034  -0.2714
C  4.3067  1.6154  -1.7472
C  3.7828  2.7593  -2.6377
C  3.5176  4.0413  -1.8517
C  2.5835  3.7686  -0.6679
C  1.2200  3.3460  -1.1829
O  0.4855  3.9894  -1.8824
C  -0.8897  0.6422  -0.0395
H  1.5293  -5.0347  4.3164
H  0.3759  -3.7242  4.0994
H  -0.0597  -5.1293  5.0766
H  0.4426  -5.1282  2.0621
H  0.1438  -6.5736  3.0266
H  -2.0912  -5.6477  3.6801
H  -1.9140  -5.9749  1.9562
H  -1.7258  -3.2344  3.2769
H  -1.4267  -3.5511  1.5659
H  -4.0413  -4.1305  3.0317
H  -3.7401  -4.4092  1.3110
H  -4.9798  -2.2848  1.7510
H  -3.5738  -1.6563  2.6361
H  -3.4324  -0.5981  -1.9073
H  -2.2389  0.6717  -3.6428
H  -0.1866  1.9142  -3.0963
H  3.1576  2.8957  1.2542
H  4.5971  1.1162  0.3261
H  5.1843  2.7240  -0.1075
H  5.3002  1.3076  -2.0757
H  3.6532  0.7461  -1.8437
H  2.8538  2.4526  -3.1226
H  4.5000  2.9769  -3.4302
H  4.4547  4.4624  -1.4850
H  3.0480  4.7795  -2.5039
H  2.4578  4.6928  -0.0967
H  -0.5261  0.6212  0.9744

***

[2]
Density functional theory data (ωB97M-V with the def2-TZVPD basis set) for one molecule with the formula C4H5NO in a non-equilibrium geometry.

Values from the calculation:
multiplicity	1
HOMO-LUMO gap	7.72	eV
E_LUMO	0.6	eV

Cartesian coordinates (Å):
O  1.8517  0.6712  -0.4238
C  0.8245  0.1673  0.2794
C  0.3172  -1.1431  0.2271
C  -1.0494  -0.8496  -0.1025
C  -1.2700  0.4987  0.0496
N  -0.0957  1.0473  0.7037
H  2.0639  -0.0350  -1.0560
H  0.7627  -2.0002  0.7278
H  -1.7395  -1.5654  -0.5378
H  -1.6002  1.1894  -0.7254
H  0.1032  2.0356  0.6881

***

[3]
Density functional theory data (ωB97M-V with the def2-TZVPD basis set) for C37H43Cl3N5O3PdSSi as an isolated structure in a non-equilibrium geometry.

Values from the calculation:
multiplicity	1
HOMO-LUMO gap	4.04	eV
charge	-1
E_LUMO	2.1	eV

Cartesian coordinates (Å):
Pd  1.6527  -0.1350  -1.1274
C  1.5712  0.1770  1.0047
Si  0.9511  -1.5277  0.9517
C  -0.4082  -2.0248  -0.3403
N  0.0957  -2.1263  -1.7210
C  0.9307  -3.3258  -1.9135
C  0.7869  -3.8944  -3.3179
C  -0.6541  -4.3649  -3.5494
C  -1.6642  -3.2913  -3.0748
C  -0.9359  -1.9868  -2.7477
C  -0.0467  -1.9747  2.5688
C  -1.4475  -1.8859  2.6262
C  -2.1619  -2.0767  3.8099
C  -1.4856  -2.3682  4.9863
C  -0.0951  -2.4638  4.9643
C  0.6049  -2.2696  3.7770
C  2.3472  -2.8166  1.0656
C  3.6860  -2.4377  0.9234
C  4.7180  -3.3693  1.0062
C  4.4307  -4.7132  1.2305
C  3.1077  -5.1119  1.3898
C  2.0846  -4.1687  1.3201
H  2.5334  0.3433  1.4927
H  0.8567  0.9722  1.2231
H  -1.1308  -1.1964  -0.3131
H  -0.9596  -2.9418  -0.0320
H  0.6402  -4.1076  -1.1941
H  1.9700  -3.0751  -1.7048
H  1.4821  -4.7273  -3.4398
H  1.0683  -3.1258  -4.0439
H  -0.8092  -5.2894  -2.9860
H  -0.8086  -4.6108  -4.6030
H  -2.1917  -3.6342  -2.1796
H  -2.4252  -3.1023  -3.8377
H  -1.6480  -1.2368  -2.3975
H  -0.4735  -1.5852  -3.6553
H  -2.0059  -1.6722  1.7136
H  -3.2464  -1.9968  3.8117
H  -2.0321  -2.5262  5.9099
H  0.4428  -2.6919  5.8791
H  1.6911  -2.3357  3.7867
H  3.9133  -1.3925  0.7321
H  5.7475  -3.0469  0.8857
H  5.2311  -5.4438  1.2844
H  2.8745  -6.1559  1.5771
H  1.0550  -4.4926  1.4631
C  4.7373  0.1786  -5.8179
O  3.4291  -0.0137  -5.2901
C  3.2719  -0.3721  -3.9789
O  2.1824  -0.7378  -3.6050
N  4.3987  -0.2892  -3.2141
N  4.3525  -0.5357  -1.8217
H  4.6316  0.1811  -6.8997
H  5.4111  -0.6230  -5.5190
H  5.1624  1.1386  -5.5113
H  5.0780  0.4014  -3.4666
H  3.4025  -0.1087  -1.3913
H  4.2433  -1.5340  -1.7133
Cl  -0.5172  1.3931  4.8901
C  -0.9582  2.4337  3.5863
C  -1.4524  1.9007  2.4071
C  -1.7982  2.7557  1.3746
C  -1.6758  4.1401  1.4981
C  -2.0608  5.0657  0.3662
C  -0.9925  5.1218  -0.7262
N  -0.6839  3.8604  -1.3695
C  -1.4893  3.2115  -2.2851
C  -0.8593  2.0307  -2.5472
N  0.2976  1.9237  -1.8055
C  0.3807  3.0327  -1.1230
O  -3.2772  4.7214  -0.2713
C  -4.4488  4.8950  0.5159
C  -4.6728  3.8510  1.5743
C  -4.9961  2.5645  1.3008
Cl  -5.2587  1.8923  -0.2548
S  -5.0465  1.5811  2.6986
C  -4.6588  2.9108  3.7031
C  -4.4815  4.0408  2.9812
C  -1.1632  4.6292  2.6919
Cl  -0.9585  6.3533  2.9589
C  -0.8025  3.7955  3.7376
H  -1.5396  0.8258  2.2999
H  -2.1870  2.3437  0.4464
H  -2.1447  6.0761  0.7613
H  -0.0846  5.5169  -0.2739
H  -1.3307  5.8151  -1.4956
H  -2.4167  3.6426  -2.6305
H  -1.1693  1.2353  -3.2098
H  1.1597  3.2643  -0.4056
H  -5.2620  4.8698  -0.2046
H  -4.4333  5.8842  0.9835
H  -4.5518  2.7655  4.7709
H  -4.2048  4.9935  3.4227
H  -0.4051  4.2056  4.6571

***

[4]
Density functional theory data (ωB97M-V with the def2-TZVPD basis set) for C18H34CuF3NO11S as an isolated structure in a non-equilibrium geometry.

Values from the calculation:
multiplicity	2
HOMO-LUMO gap (spin up / spin down)	5.11 / 5.05	eV
charge	-2
⟨S²⟩	0.75
E_LUMO (spin up / spin down)	3.8 / 3.8	eV

Cartesian coordinates (Å):
Cu  -12.0810  4.5655  17.5986
C  -12.5393  3.7668  22.3062
C  -13.0829  3.4143  20.8447
O  -14.0435  2.5842  20.8630
O  -12.4662  3.7327  19.7995
H  -13.3596  3.9064  23.0104
H  -12.1490  4.7833  22.2564
H  -11.9396  2.9891  22.7789
C  -15.6520  7.1244  18.6989
C  -15.2097  5.7140  18.2977
O  -14.0736  5.6000  17.6850
O  -15.7915  4.6539  18.6641
H  -14.9382  7.9268  18.5126
H  -15.6397  7.1914  19.7868
H  -16.6893  7.3506  18.4523
C  -13.0645  1.0084  15.5972
C  -13.7459  1.5345  16.8275
O  -13.6039  2.7017  17.1814
O  -14.6052  0.8055  17.4297
H  -12.5822  0.0461  15.7684
H  -12.3604  1.7735  15.2700
H  -13.7039  0.8371  14.7312
C  -11.8310  5.6023  14.3975
O  -12.1503  6.8517  15.0938
O  -11.4087  4.7950  15.4256
C  -13.1270  5.0658  13.6207
F  -13.5186  5.9714  12.6295
F  -12.7136  3.9885  12.9443
F  -14.1636  4.7460  14.3419
C  -12.0692  8.0130  14.3301
C  -12.3889  9.1380  15.2624
H  -11.9607  10.0888  14.9448
H  -13.4500  9.2236  15.4967
H  -11.9772  9.0628  16.2688
H  -12.8030  8.1472  13.5353
H  -11.1574  8.3156  13.8152
H  -11.0630  5.9291  13.6966
C  -12.3396  7.7935  19.8849
C  -11.0266  7.5007  19.1531
C  -9.9864  6.8012  20.0388
O  -9.4309  7.6241  21.0561
C  -8.4026  6.9219  21.7433
N  -11.2844  6.7957  17.8987
H  -12.0883  8.3117  20.8103
H  -12.8583  6.8633  20.1167
H  -13.0450  8.3577  19.2748
H  -10.5445  8.4252  18.8353
H  -9.1071  6.5136  19.4623
H  -10.2959  5.7954  20.3228
H  -8.6755  5.9101  22.0431
H  -8.2449  7.4669  22.6740
H  -7.5734  6.9512  21.0365
H  -12.0294  7.3302  17.4750
H  -10.5633  7.1887  17.3108
C  -9.5037  0.8452  17.0324
C  -10.3566  0.6424  18.2931
C  -9.7657  1.3590  19.4271
S  -9.1473  2.8324  18.6213
O  -8.1193  3.4146  19.4517
O  -10.2541  3.6727  18.2201
C  -8.5162  2.0044  17.1367
H  -10.1650  1.0284  16.1856
H  -8.9956  -0.0928  16.8083
H  -10.5244  -0.3573  18.6937
H  -11.3145  1.0883  18.0255
H  -8.8762  0.7775  19.6695
H  -10.2737  1.5298  20.3763
H  -7.5687  1.5704  17.4558
H  -8.3333  2.7737  16.3866

***

[5]
Density functional theory data (ωB97M-V with the def2-TZVPD basis set) for a 4-piece molecular cluster, CH8NO5 overall in a non-equilibrium geometry.

Values from the calculation:
multiplicity	1
HOMO-LUMO gap	9.09	eV
charge	-1
E_LUMO	3.8	eV

Cartesian coordinates (Å):
N  1.3993  0.1610  -0.0913
C  0.0779  0.5860  0.1221
O  -0.1636  1.3956  1.0240
O  -0.7646  0.0115  -0.6520
H  2.1106  0.6119  0.4464
H  1.6920  -0.4721  -0.8071
H  -2.1329  -0.6031  0.0795
H  -3.6423  -0.7720  -0.1317
O  -2.9255  -1.1136  0.4138
H  1.8840  0.3378  2.8220
H  0.4767  -0.2921  2.3909
O  1.1946  -0.2847  3.0373
H  -0.3053  -0.3200  -2.6911
H  0.8008  0.6286  -2.6498
O  0.2983  0.1252  -3.3132

***

The following total energy values (in eV) correspond, in order, to the records above: -31897.3244; -7763.0976; -112419.4400; -106854.0837; -12897.3051.
The following energy above the lowest of the compared OMol25 structures with the same formula, charge and spin values (in kcal/mol) correspond, in order, to the records above: 1.66; 79.07; 4.28; 5.32; 10.73.